1.
Molecular formula: C9H22N7OOsS
Method: DFT, the ωB97M-V functional and the def2-TZVPD basis

```
! wB97M-V def2-TZVPD RIJCOSX def2/J DEFGRID3
* xyz 3 5
Os 1.430 0.317 -0.042
N 3.462 0.306 -0.042
N 3.938 1.624 -0.042
C 3.083 2.706 -0.039
N 3.734 3.902 -0.027
S 1.419 2.686 -0.042
H 3.812 -0.192 0.821
H 3.812 -0.192 -0.905
H 4.938 1.795 -0.025
H 4.736 3.997 -0.066
H 3.174 4.747 -0.039
C -3.840 0.382 -1.580
N -2.424 0.368 -1.278
C -1.534 0.415 -2.434
C -1.789 0.317 -0.052
O -0.549 0.317 -0.042
N -2.472 0.268 1.147
C -3.896 0.255 1.452
C -1.654 0.219 2.359
H -4.021 0.429 -2.658
H -4.294 1.271 -1.135
H -4.295 -0.542 -1.214
H -2.086 0.452 -3.377
H -0.898 -0.476 -2.436
H -0.900 1.306 -2.365
H -4.568 0.286 0.610
H -4.120 1.121 2.084
H -4.118 -0.657 2.016
H -0.578 0.227 2.172
H -1.896 -0.697 2.909
H -1.897 1.087 2.981
N 2.158 -2.572 0.710
C 1.904 -3.887 0.447
C 0.948 -3.899 -0.541
C 0.694 -2.541 -0.804
N 1.430 -1.729 -0.042
H 2.808 -2.179 1.382
H 2.415 -4.678 0.976
H 0.498 -4.764 -1.006
H 0.003 -2.110 -1.518
H 1.430 0.317 1.683
*
```

Values from the calculation:
Frontier orbital gap (alpha / beta), eV: 7.039 / 4.352
LUMO level (alpha / beta), eV: -10.3 / -13.5
⟨S²⟩: 6.02

2.
Molecular formula: C26H76B3Mn2O14
Method: DFT, the ωB97M-V functional and the def2-TZVPD basis

```
! wB97M-V def2-TZVPD RIJCOSX def2/J DEFGRID3
* xyz -1 11
Mn -17.086 -10.454 23.977
Mn -14.930 -7.401 22.150
O -16.489 -10.169 26.001
C -16.572 -8.749 26.046
C -16.066 -7.909 24.831
O -16.351 -8.370 23.531
H -16.077 -8.335 26.924
H -17.618 -8.442 26.080
H -14.979 -7.906 24.914
H -16.308 -6.849 24.907
B -13.127 -6.555 23.153
H -12.700 -6.228 22.217
H -13.320 -7.616 23.126
H -12.358 -6.337 23.878
H -14.049 -6.018 23.309
B -15.690 -11.426 22.593
H -14.924 -10.691 22.786
H -16.443 -10.747 22.223
H -15.303 -12.159 21.903
H -16.030 -11.878 23.512
B -16.268 -5.947 21.091
H -16.453 -6.987 20.870
H -16.705 -5.357 20.300
H -16.792 -5.672 21.993
H -15.208 -5.767 21.181
C -13.346 -7.110 27.520
O -12.643 -5.976 27.898
C -13.010 -5.516 29.200
C -12.013 -4.339 29.578
O -12.012 -3.284 28.683
C -11.463 -2.079 29.030
H -14.359 -6.784 27.283
H -13.503 -7.806 28.344
H -12.930 -7.671 26.684
H -12.830 -6.398 29.814
H -14.084 -5.334 29.241
H -10.970 -4.653 29.606
H -12.320 -3.951 30.549
H -11.471 -1.263 28.308
H -10.410 -2.324 29.167
H -11.899 -1.680 29.946
C -21.978 -5.968 25.911
O -20.740 -5.748 26.623
C -20.532 -6.606 27.765
C -19.039 -6.507 28.351
O -18.966 -5.234 29.027
C -17.918 -5.168 29.961
H -22.089 -6.971 25.498
H -22.266 -5.236 25.157
H -22.870 -5.893 26.534
H -20.788 -7.620 27.458
H -21.186 -6.266 28.568
H -18.312 -6.398 27.546
H -18.885 -7.136 29.228
H -17.936 -5.946 30.725
H -17.881 -4.173 30.404
H -16.968 -5.249 29.433
C -10.974 -10.579 19.335
O -11.784 -10.356 20.525
C -11.103 -9.418 21.365
C -11.181 -9.902 22.734
O -12.510 -10.309 23.132
C -12.679 -10.654 24.487
H -10.103 -11.150 19.654
H -10.535 -9.734 18.805
H -11.544 -11.238 18.680
H -11.670 -8.487 21.358
H -10.121 -9.076 21.037
H -10.852 -9.203 23.503
H -10.498 -10.730 22.925
H -12.764 -9.798 25.157
H -11.800 -11.168 24.876
H -13.491 -11.371 24.609
C -17.208 -3.675 24.111
O -18.302 -3.997 23.321
C -19.454 -3.290 23.650
C -20.559 -4.084 22.978
O -20.286 -4.363 21.624
C -21.277 -3.921 20.756
H -16.366 -4.362 24.033
H -17.508 -3.686 25.159
H -16.781 -2.701 23.873
H -19.509 -2.269 23.273
H -19.653 -3.212 24.718
H -21.486 -3.519 23.078
H -20.572 -4.972 23.610
H -21.237 -4.182 19.698
H -21.287 -2.831 20.761
H -22.264 -4.086 21.188
C -18.536 -5.460 18.194
O -18.899 -5.890 19.487
C -19.531 -7.193 19.666
C -19.918 -7.446 21.181
O -19.172 -6.645 22.097
C -19.360 -7.166 23.466
H -19.418 -5.483 17.553
H -17.906 -6.267 17.821
H -17.946 -4.551 18.078
H -18.981 -8.039 19.251
H -20.548 -7.156 19.275
H -19.900 -8.529 21.303
H -20.981 -7.225 21.276
H -20.409 -7.108 23.758
H -19.009 -6.508 24.261
H -19.066 -8.209 23.581
C -15.577 -9.217 29.607
O -15.334 -10.342 30.474
C -15.925 -10.317 31.733
C -15.698 -11.632 32.518
O -16.476 -11.601 33.713
C -16.297 -12.642 34.620
H -14.979 -9.235 28.696
H -15.247 -8.305 30.105
H -16.650 -9.048 29.521
H -16.967 -10.019 31.616
H -15.488 -9.632 32.460
H -14.659 -11.852 32.766
H -15.959 -12.475 31.879
H -17.175 -12.701 35.262
H -15.425 -12.460 35.248
H -16.247 -13.623 34.146
*
```

Values from the calculation:
Frontier orbital gap (alpha / beta), eV: 7.533 / 7.315
LUMO level (alpha / beta), eV: 2.0 / 1.6
⟨S²⟩: 30.01

3.
Molecular formula: C34H76Br10N8O8
Method: DFT, the ωB97M-V functional and the def2-TZVPD basis

```
! wB97M-V def2-TZVPD RIJCOSX def2/J DEFGRID3
* xyz 0 1
Br 2.289 5.193 10.894
C 3.006 3.728 9.854
C 3.959 2.883 10.668
Br 3.018 2.052 12.217
H 3.526 4.124 8.981
H 2.134 3.211 9.464
H 4.835 3.363 11.081
H 4.243 2.011 10.083
Br 11.167 1.441 7.992
C 11.548 2.404 6.354
C 12.390 1.541 5.434
Br 14.289 1.639 5.961
H 12.066 3.337 6.551
H 10.574 2.543 5.883
H 12.418 1.829 4.388
H 12.089 0.499 5.499
Br 9.454 9.829 10.819
C 10.259 8.026 10.532
C 10.284 7.804 9.018
Br 11.172 6.082 8.607
H 9.810 7.209 11.085
H 11.296 8.095 10.857
H 10.752 8.572 8.414
H 9.267 7.725 8.637
Br 5.497 0.400 3.111
C 7.386 0.472 2.552
C 7.871 -0.910 2.149
Br 7.164 -1.353 0.367
H 7.885 0.773 3.467
H 7.547 1.088 1.676
H 7.620 -1.701 2.850
H 8.958 -0.818 2.175
Br 11.039 -1.915 3.971
C 9.844 -2.970 5.137
C 9.494 -2.227 6.411
Br 7.984 -1.046 6.198
H 10.453 -3.810 5.469
H 9.011 -3.319 4.540
H 10.328 -1.651 6.806
H 9.215 -2.929 7.196
C 7.838 8.483 5.152
O 8.884 7.866 5.098
N 7.707 9.664 5.821
C 6.339 10.169 5.911
C 8.660 10.034 6.808
H 6.913 8.262 4.607
H 5.669 9.751 5.161
H 6.318 11.224 5.623
H 5.918 9.987 6.900
H 9.647 9.660 6.539
H 8.729 11.115 6.948
H 8.440 9.621 7.800
C 1.948 -0.801 7.821
O 0.973 -1.520 7.764
N 2.570 -0.193 6.784
C 3.871 0.444 6.929
C 1.954 -0.142 5.476
H 2.555 -0.684 8.739
H 3.817 1.528 6.928
H 4.562 0.105 6.161
H 4.342 0.074 7.838
H 1.812 0.876 5.108
H 2.496 -0.727 4.730
H 0.958 -0.581 5.514
C 9.442 5.079 3.092
O 9.120 3.897 3.173
N 9.038 5.887 2.098
C 9.420 7.285 2.040
C 8.227 5.445 0.988
H 10.074 5.566 3.846
H 9.994 7.602 2.906
H 8.553 7.945 1.977
H 10.006 7.442 1.129
H 7.869 4.424 1.076
H 7.353 6.055 0.754
H 8.898 5.485 0.123
C 6.748 4.770 13.917
O 6.384 4.738 15.077
N 6.421 5.779 13.071
C 6.994 5.749 11.725
C 5.553 6.833 13.493
H 7.335 3.977 13.435
H 7.666 4.907 11.581
H 7.596 6.656 11.621
H 6.230 5.731 10.947
H 5.599 7.022 14.560
H 5.830 7.769 12.989
H 4.525 6.731 13.130
C 6.581 4.164 8.176
O 5.694 3.515 8.722
N 7.517 3.654 7.371
C 8.577 4.526 6.870
C 7.531 2.300 6.825
H 6.677 5.247 8.370
H 9.561 4.082 6.998
H 8.552 5.436 7.461
H 8.387 4.780 5.829
H 8.442 1.743 7.038
H 6.715 1.706 7.233
H 7.408 2.273 5.737
C 9.286 -1.592 10.157
O 9.616 -2.679 10.598
N 8.015 -1.183 10.038
C 7.649 0.201 9.862
C 6.948 -2.123 10.352
H 10.036 -0.816 9.938
H 6.821 0.346 9.165
H 8.541 0.741 9.548
H 7.259 0.703 10.755
H 6.770 -2.190 11.425
H 6.028 -1.800 9.864
H 7.185 -3.105 9.949
C 5.639 8.317 9.527
O 6.682 7.961 9.000
N 4.379 8.120 9.095
C 3.261 8.581 9.929
C 4.071 7.336 7.918
H 5.612 8.889 10.474
H 3.044 9.625 9.713
H 3.425 8.411 10.993
H 2.378 7.968 9.753
H 3.542 7.940 7.177
H 4.951 6.950 7.408
H 3.412 6.490 8.124
C 3.840 5.891 3.399
O 4.064 6.829 4.144
N 4.537 4.735 3.405
C 4.227 3.641 2.488
C 5.703 4.513 4.228
H 2.987 5.836 2.706
H 5.174 3.332 2.047
H 3.516 3.940 1.723
H 3.850 2.827 3.107
H 6.615 4.267 3.675
H 5.932 5.393 4.823
H 5.507 3.671 4.898
*
```

Values from the calculation:
Frontier orbital gap, eV: 9.398
LUMO level, eV: 0.2

What energy values result from the calculations? In sequence: -1302.3406, -4465.4807, -28121.2246 a.u..
What largest force on an atom values result from the calculations? In sequence: 7.11, 5.01, 2.10 eV Å⁻¹.